1.
Density functional theory data (the ωB97M-V functional and the def2-TZVPD basis) for a cluster of 18 separate species, C54H126N18O18 in total at a distorted geometry.

```
216
Properties=species:S:1:pos:R:3:forces:R:3:lowdin_charge:R:1
C -0.754295 -6.902718 -3.960371 0.8 -0.1 1.1 0.032
C 0.732479 -6.474859 -4.120524 -1.9 -2.1 1.1 -0.554
O 1.178062 -5.827222 -5.024226 0.1 1.7 -1.9 0.049
N 1.537423 -6.974930 -3.187837 0.8 1.9 -1.4 0.039
C 2.864478 -6.481224 -3.037800 1.0 -1.3 0.6 -0.059
H -1.359476 -6.058775 -3.673153 -0.2 0.6 -0.2 0.059
H -0.951298 -7.622569 -3.141684 0.6 0.3 -0.4 0.090
H -1.133522 -7.349424 -4.848296 -0.2 -0.1 -0.9 0.057
H 1.182004 -7.478203 -2.472660 -1.5 -1.7 2.5 0.091
H 2.988793 -5.431313 -3.028431 -0.4 1.2 -0.1 0.045
H 3.468896 -6.877682 -3.831240 0.6 -0.3 -0.3 0.080
H 3.209453 -6.843620 -2.065181 0.3 0.0 -0.3 0.102
C -0.211258 -3.668923 0.946761 0.6 0.5 2.1 0.021
C 0.334395 -3.372365 2.445510 1.2 -1.7 -1.4 -0.526
O 0.366942 -4.343582 3.219501 -0.5 1.7 -0.6 0.000
N 1.021420 -2.217807 2.717169 -1.5 -0.3 -0.2 0.025
C 1.552135 -2.062056 4.066554 1.0 0.7 0.3 -0.087
H -1.216415 -4.097640 1.162678 0.5 0.6 -0.9 0.072
H 0.442745 -4.508915 0.678966 -0.2 0.2 -0.2 0.079
H -0.092843 -2.845898 0.189178 -0.5 -0.7 1.0 0.052
H 0.836715 -1.385218 2.125516 0.2 -0.8 0.9 0.107
H 1.811849 -0.988837 4.142623 0.3 -0.6 0.2 0.067
H 2.439982 -2.718893 4.241272 -0.5 0.7 -0.4 0.097
H 0.911383 -2.298685 4.931085 -0.5 0.0 -0.8 0.082
C -0.842072 0.658811 5.191811 -0.5 1.9 0.0 0.034
C -1.507219 1.164407 6.479225 -1.6 -1.9 -0.4 -0.522
O -1.027008 1.983563 7.212669 0.8 1.4 0.8 0.038
N -2.705040 0.520853 6.801765 -0.9 0.0 -0.6 0.010
C -3.549363 0.878159 7.978107 -0.1 -2.4 0.6 -0.081
H -1.536087 0.009108 4.725242 -0.4 -0.5 -0.8 0.028
H 0.058703 0.136219 5.385238 0.9 -0.6 0.6 0.057
H -0.547595 1.502694 4.509755 -0.6 -0.7 0.6 0.081
H -3.226606 -0.038066 6.073987 1.2 0.9 0.9 0.087
H -3.898887 1.886445 8.029203 0.1 0.9 -0.3 0.047
H -3.021645 0.635165 8.945894 -0.4 0.4 -1.1 0.090
H -4.506067 0.220723 7.995923 1.7 0.9 -0.4 0.102
C -2.523062 -2.139321 3.231949 1.9 -1.4 -0.7 0.013
C -3.633097 -1.947988 4.155396 -0.7 -0.9 1.5 -0.481
O -3.882963 -0.813824 4.589144 -0.6 -1.1 -0.3 -0.019
N -4.318397 -3.087684 4.561391 0.3 3.7 -1.2 0.025
C -5.379424 -2.996395 5.467352 -1.1 1.6 1.4 -0.098
H -2.837155 -2.540191 2.258045 -0.1 0.4 0.1 0.092
H -1.736837 -2.876735 3.580167 -1.1 0.6 0.1 0.104
H -2.014780 -1.191451 3.163111 0.1 0.3 -0.6 0.064
H -3.976352 -3.978395 4.456291 1.4 -2.0 -0.9 0.112
H -4.973794 -3.028182 6.462532 -0.1 -0.3 0.9 0.081
H -6.083814 -3.799631 5.329032 -0.4 -0.1 -0.1 0.086
H -5.860885 -1.987147 5.445957 0.2 -0.9 -0.5 0.098
C -5.444282 0.803561 -0.561896 0.0 -1.2 -0.1 0.022
C -5.600652 -0.271913 0.524528 0.5 -0.1 1.8 -0.496
O -4.883722 -1.298237 0.565396 -1.1 1.1 -0.6 -0.031
N -6.553310 -0.037322 1.490053 0.2 0.9 -2.3 -0.015
C -6.936330 -1.041426 2.413971 -0.2 -1.3 1.1 -0.086
H -5.776113 0.147236 -1.412062 0.6 1.1 0.1 0.103
H -4.403144 1.219884 -0.687171 -1.1 -0.8 0.1 0.075
H -6.160929 1.612273 -0.440451 0.0 0.0 0.0 0.072
H -6.879068 0.938203 1.609891 0.1 -0.6 -0.1 0.096
H -7.724067 -1.782064 2.040475 0.9 1.1 0.3 0.108
H -7.290813 -0.583368 3.372716 0.3 -0.4 -0.9 0.101
H -6.005428 -1.599700 2.600539 -0.5 -0.2 0.3 0.061
C 0.133429 -3.244095 -3.000773 -1.9 -2.3 0.3 -0.022
C 1.579276 -3.002772 -3.131948 1.4 0.2 0.0 -0.514
O 2.359861 -3.384021 -2.241624 -0.3 0.7 -0.9 -0.012
N 1.998617 -2.373989 -4.272420 0.7 -0.6 1.0 0.038
C 1.156051 -1.827782 -5.279713 -1.4 -1.2 -1.2 -0.091
H -0.202493 -4.084268 -3.683737 0.5 1.3 0.0 0.091
H -0.535971 -2.384402 -3.119886 0.4 -0.1 -0.1 0.064
H -0.089698 -3.785587 -2.050586 0.5 1.0 -0.3 0.086
H 2.977285 -2.133395 -4.400370 0.0 -0.5 0.4 0.131
H 1.639527 -1.885563 -6.267973 0.1 0.1 0.5 0.077
H 0.978684 -0.796459 -5.050262 -0.7 0.7 -0.1 0.075
H 0.200519 -2.449706 -5.391129 1.2 1.1 0.3 0.110
C 4.284494 -2.392756 0.494803 1.2 -0.6 -0.6 -0.007
C 4.493729 -1.014569 -0.094953 -0.3 0.4 -0.1 -0.560
O 4.772516 -0.061927 0.632090 0.2 -0.5 -0.8 0.023
N 4.318501 -0.927910 -1.462337 2.2 2.0 1.7 0.018
C 4.730202 0.302657 -2.190203 -0.3 -2.4 -0.8 -0.041
H 3.750035 -2.231148 1.428073 -0.1 -0.6 0.0 0.069
H 5.292484 -2.862866 0.666116 -0.7 0.8 0.3 0.104
H 3.870953 -3.122430 -0.219141 -0.6 0.5 0.4 0.067
H 3.636668 -1.537776 -1.805479 -0.8 -1.2 -1.1 0.052
H 4.809927 0.000103 -3.239970 0.1 0.1 0.0 0.080
H 5.705174 0.659501 -1.898759 0.0 0.1 0.5 0.080
H 3.977516 1.037792 -2.170550 -0.8 1.3 0.4 0.056
C -0.432226 6.807893 0.031273 -0.5 -1.2 -1.4 0.013
C -1.237190 5.517852 -0.137047 -1.1 -0.7 -0.6 -0.504
O -1.509546 5.025377 -1.258323 0.8 1.1 2.0 -0.013
N -1.754405 4.984792 1.021604 -0.4 -0.5 -1.5 0.046
C -2.860090 3.990876 0.942716 2.0 0.9 -1.4 -0.027
H -1.092474 7.570069 -0.352576 -0.1 0.4 -0.2 0.083
H 0.441160 6.753650 -0.621022 0.0 0.1 0.2 0.090
H -0.202698 7.046792 1.037911 0.4 0.1 1.0 0.061
H -1.593999 5.450628 1.889124 -0.1 0.2 0.5 0.082
H -3.796149 4.445204 1.075727 -1.2 0.8 0.2 0.061
H -2.747229 3.236814 1.674466 0.3 -0.8 0.6 0.045
H -2.820940 3.594235 -0.080595 0.0 0.0 0.5 0.063
C -2.057316 0.606971 0.264438 -0.8 -1.6 0.2 0.014
C -0.624839 0.304598 0.532181 -1.6 0.9 -0.6 -0.558
O -0.115240 0.719624 1.554083 1.0 0.1 1.5 0.006
N 0.029774 -0.345533 -0.425076 1.1 -0.2 -1.1 0.058
C 1.464461 -0.359894 -0.313860 1.7 -1.6 1.4 -0.060
H -2.431049 -0.141150 -0.451118 -0.2 0.6 0.1 0.078
H -2.172049 1.612543 -0.070969 0.1 0.6 -0.6 0.050
H -2.648569 0.531308 1.188708 0.3 -0.1 -0.2 0.082
H -0.338741 -0.391294 -1.386969 -0.3 0.1 0.8 0.105
H 1.920278 -1.365486 0.003055 -1.1 1.0 -0.2 0.089
H 1.826566 0.349455 0.456193 -0.3 -0.2 -0.7 0.088
H 1.983867 -0.196856 -1.233662 -0.2 0.6 -0.8 0.068
C -4.560061 1.854152 3.106613 -2.7 -0.1 0.8 0.023
C -5.583454 2.926997 2.775552 0.8 0.7 0.4 -0.502
O -6.656999 2.638052 2.240538 0.0 0.0 -0.1 -0.007
N -5.242579 4.203358 3.060441 -0.6 -1.7 -0.6 0.007
C -6.153664 5.254203 2.800694 -0.9 -0.6 -0.2 -0.060
H -4.981643 1.336308 4.006584 0.6 0.2 -0.7 0.103
H -3.577384 2.200380 3.325175 0.8 0.1 -0.2 0.064
H -4.757200 1.197597 2.266437 1.1 -0.5 0.2 0.056
H -4.443812 4.378727 3.601931 1.5 0.3 0.6 0.073
H -6.442375 5.642059 3.778593 -0.3 0.8 -0.6 0.101
H -6.956040 4.743592 2.273202 -0.7 0.2 0.5 0.079
H -5.813142 5.913197 2.024344 0.6 1.0 0.3 0.081
C 3.014278 1.733351 3.268614 1.2 -0.5 -0.3 0.007
C 3.020030 2.915166 2.378781 0.9 1.7 -1.1 -0.515
O 3.921092 3.789658 2.421434 -1.3 -1.2 -0.1 -0.003
N 2.016350 2.922150 1.481625 0.1 0.2 0.0 0.039
C 1.776225 3.871092 0.404050 -0.4 -0.4 0.7 -0.032
H 2.052179 1.385214 3.550227 -1.1 -0.3 0.0 0.045
H 3.555877 2.004748 4.149828 0.5 -0.1 0.6 0.083
H 3.550976 0.930154 2.721377 -0.2 0.3 0.4 0.096
H 1.321606 2.210645 1.584505 -0.2 -0.5 0.1 0.067
H 0.707001 3.971375 0.327729 -0.6 -0.4 -0.4 0.054
H 2.198109 3.543060 -0.549497 0.2 0.4 0.3 0.091
H 2.053072 4.844490 0.747788 1.0 0.6 -0.3 0.074
C 6.312031 3.912204 -0.239321 -0.3 -0.3 -1.0 0.008
C 5.362301 5.113071 -0.304686 -0.9 0.2 0.6 -0.509
O 4.295665 5.083244 -0.932020 1.6 0.4 0.6 0.012
N 5.776838 6.154685 0.493418 -0.7 -0.3 -0.7 0.023
C 5.089307 7.444733 0.680423 -0.7 -1.6 1.6 -0.056
H 5.686131 3.055863 -0.493943 0.2 -0.1 0.0 0.073
H 6.788209 3.702347 0.710804 -0.2 0.3 0.3 0.039
H 7.134865 3.978596 -0.970569 -0.4 0.1 0.0 0.091
H 6.671144 5.958588 0.917604 -0.2 0.6 0.3 0.112
H 4.170330 7.436314 1.350628 1.1 -0.6 -0.6 0.098
H 4.762069 7.858983 -0.223595 -0.3 0.4 -1.5 0.056
H 5.782873 8.091762 1.148585 0.7 0.8 0.4 0.066
C -2.655876 4.855517 6.380134 -2.1 0.4 -0.6 0.002
C -1.961274 4.848219 5.032623 -2.7 0.9 -0.5 -0.522
O -2.610410 5.305432 4.040111 1.7 -1.1 1.1 -0.028
N -0.760920 4.338248 5.048786 0.3 -0.9 0.1 0.050
C 0.047390 4.063797 3.879736 -0.6 2.0 0.7 -0.036
H -2.219015 4.503519 7.295559 0.9 0.0 0.1 0.068
H -3.583921 4.247379 6.294297 0.5 0.2 -0.3 0.090
H -3.051922 5.870946 6.464207 0.2 0.0 0.4 0.087
H -0.533685 3.979711 5.962627 0.5 -0.4 -0.1 0.123
H 0.888787 3.527731 4.193440 1.4 -0.7 0.3 0.065
H 0.308359 5.059057 3.535343 0.6 -0.1 -0.6 0.101
H -0.449627 3.546806 3.100176 -0.8 -0.6 -0.6 0.064
C 5.212451 5.854205 4.588543 -2.2 -1.7 0.3 -0.013
C 6.595757 5.528196 4.100417 -3.5 0.2 0.8 -0.636
O 7.452287 6.318779 4.351350 2.8 0.9 0.0 0.065
N 6.662860 4.356558 3.477629 2.9 0.5 0.2 0.028
C 7.992190 3.992677 3.002421 -1.0 0.6 1.0 -0.063
H 4.529306 4.900665 4.685037 1.4 1.8 0.2 0.102
H 4.648363 6.443922 3.870899 0.2 0.3 -0.2 0.061
H 5.324461 6.429283 5.510556 -0.3 -0.3 -0.1 0.079
H 5.835415 4.071987 3.059506 -1.8 -1.1 -1.0 0.055
H 7.881989 3.093598 2.473502 0.3 -1.3 -0.7 0.060
H 8.555297 3.857313 3.922736 0.6 0.0 -0.4 0.094
H 8.398897 4.779859 2.377952 0.4 0.1 -0.1 0.080
C -2.657877 -0.404659 -4.861626 -0.9 1.9 -1.0 0.016
C -2.031679 0.566029 -3.889363 -0.5 -1.9 -0.4 -0.548
O -1.278881 0.095141 -3.051610 0.9 0.8 0.9 0.007
N -2.544681 1.792500 -3.963150 1.3 0.8 2.7 0.051
C -2.145027 2.906002 -3.043745 -0.5 -1.4 -1.3 -0.023
H -2.894980 -1.293031 -4.348357 -0.2 -1.1 0.6 0.050
H -2.086449 -0.656400 -5.757988 0.1 0.3 0.2 0.088
H -3.594163 0.138404 -5.107884 0.2 -1.0 -0.6 0.088
H -3.064939 1.991409 -4.761397 -0.9 0.5 -1.2 0.106
H -1.325109 2.566681 -2.463872 1.1 -0.1 0.2 0.068
H -2.861881 3.236664 -2.322696 -1.0 -0.1 0.1 0.054
H -1.916876 3.701119 -3.700615 0.6 1.1 -0.2 0.077
C -1.452820 -6.888583 -8.275169 -1.2 0.2 -1.3 -0.009
C -0.362473 -6.010827 -8.830857 -0.7 1.3 -0.9 -0.552
O -0.171812 -5.849475 -10.045365 0.1 -0.6 1.4 0.020
N 0.228470 -5.232532 -7.907187 1.5 1.2 -2.2 0.030
C 1.297631 -4.296678 -8.295164 -0.9 0.5 1.3 -0.055
H -2.202595 -6.928386 -9.087594 0.3 -0.1 0.3 0.088
H -2.003985 -6.495786 -7.401021 0.8 -0.3 -0.1 0.083
H -1.086500 -7.892181 -8.197585 0.1 -0.6 0.6 0.072
H 0.188423 -5.404091 -6.952680 -0.3 -0.7 1.9 0.061
H 2.149785 -4.778199 -8.730586 0.5 -0.4 -0.2 0.070
H 1.559702 -3.752496 -7.365725 0.2 -0.5 -0.5 0.065
H 0.953917 -3.534818 -8.985289 -0.3 -0.1 -0.3 0.083
C -4.958074 -4.959554 0.481904 -1.7 1.7 0.0 0.002
C -3.851246 -4.747264 -0.455926 -0.1 0.2 0.0 -0.611
O -3.066010 -5.611315 -0.801718 0.6 -0.4 -0.2 0.041
N -3.822263 -3.498671 -0.889171 0.3 1.7 -0.9 0.018
C -2.849325 -2.983862 -1.806162 -0.5 -1.0 -0.6 -0.071
H -5.877474 -5.116403 -0.094362 0.1 -0.6 0.2 0.100
H -5.197717 -4.043058 1.057632 0.4 -0.3 -0.2 0.078
H -4.693523 -5.719194 1.134894 0.0 -1.7 1.1 0.060
H -4.492932 -2.765760 -0.652931 0.1 -0.9 0.8 0.095
H -2.739110 -3.635945 -2.674818 -0.4 0.1 -0.3 0.089
H -1.855040 -2.957441 -1.432435 0.6 0.5 0.9 0.032
H -3.257114 -2.022265 -2.042492 0.5 0.7 -0.6 0.075
C 4.805781 -4.854702 -6.325566 -1.8 0.8 0.5 0.002
C 5.096698 -3.516526 -6.949370 1.3 2.0 1.9 -0.552
O 4.889065 -2.425597 -6.368116 -0.5 -1.7 -0.8 -0.004
N 5.821250 -3.528257 -8.083366 -0.4 -0.3 -1.3 0.003
C 5.981358 -2.274168 -8.834920 -0.5 0.6 1.0 -0.071
H 4.019041 -5.291282 -6.957004 0.2 -0.4 0.3 0.076
H 4.327602 -4.625703 -5.336205 0.6 -0.5 -0.8 0.091
H 5.655676 -5.523077 -6.251122 0.1 0.1 0.0 0.083
H 5.825291 -4.424741 -8.577463 0.1 0.8 0.1 0.142
H 5.007750 -1.756120 -9.042872 0.8 -0.8 -0.2 0.101
H 6.629374 -2.409374 -9.678221 -0.2 -0.3 -0.7 0.071
H 6.507018 -1.551140 -8.215368 0.1 -0.1 0.3 0.077
```
Forces are in eV/Å.

Results
Gap between HOMO and LUMO, eV: 9.3
ΔE to the lowest compared entry with this formula, charge and spin, eV: 3.100
HOMO, eV: -9.02
E_LUMO, eV: 0.26

2.
Density functional theory data (the ωB97M-V functional and the def2-TZVPD basis) for a structure of composition C20H16Cl2O5PSYb at a distorted geometry.

```
46
Properties=species:S:1:pos:R:3:forces:R:3:lowdin_charge:R:1
Yb 1.075637 -12.979535 -1.690995 -1.9 1.4 -1.0 1.436
O 0.341014 -16.554255 -1.520756 0.8 1.1 -0.6 -0.280
S 0.926502 -15.613134 -2.455555 -2.6 -2.4 -1.2 0.498
O -0.029341 -14.507631 -2.842627 1.1 -0.2 1.0 -0.470
O 2.168479 -14.975395 -1.963974 0.3 1.3 0.5 -0.417
C 1.219807 -16.578683 -3.963029 0.3 2.1 -0.7 -0.252
C 1.488113 -17.860346 -3.634494 -0.1 -2.1 -0.1 -0.073
C 1.481049 -18.805879 -4.682805 0.9 -0.8 1.1 -0.061
C 1.317042 -18.456366 -5.992529 -0.1 1.3 -0.7 -0.064
C 1.164606 -17.104066 -6.362093 -0.2 -0.3 2.1 -0.073
C 1.146294 -16.129623 -5.333401 0.1 -0.6 -0.7 -0.304
P 0.905183 -14.374043 -5.812049 -1.1 2.0 0.9 1.089
C 2.458403 -13.641964 -6.377976 1.4 -1.3 -0.5 -0.372
C 2.820704 -12.265132 -6.316730 -0.5 -1.4 0.7 -0.069
C 4.054154 -11.898190 -6.814812 0.3 0.6 -0.3 -0.087
C 4.809323 -12.745534 -7.626967 0.1 0.2 -0.2 -0.098
C 4.429243 -14.060590 -7.752478 -1.4 -0.5 1.3 -0.080
C 3.323663 -14.561253 -6.995756 1.2 1.3 -1.1 -0.083
C -0.021690 -14.424997 -7.389089 -0.6 -0.3 -0.2 -0.360
C 0.288462 -13.842688 -8.638394 -1.1 -1.7 0.6 -0.047
C -0.569396 -14.128403 -9.732707 1.5 0.5 0.4 -0.086
C -1.789413 -14.720901 -9.553688 0.7 -0.1 1.0 -0.101
C -2.134802 -15.169945 -8.279954 -1.6 0.0 0.1 -0.090
C -1.269773 -15.079743 -7.215333 1.0 0.7 -1.0 -0.123
H 1.615455 -18.154647 -2.567473 -0.2 0.1 -1.2 0.133
H 1.700792 -19.852562 -4.448690 -0.2 0.4 0.0 0.115
H 1.360715 -19.166164 -6.795644 -0.1 -0.5 0.0 0.105
H 0.964989 -16.844844 -7.392274 0.3 0.2 0.0 0.110
H 2.153278 -11.587366 -5.781708 0.4 -0.1 -0.4 0.072
H 4.494817 -10.921627 -6.632948 -0.5 0.2 -0.1 0.106
H 5.664633 -12.326819 -8.176561 -0.3 -0.4 0.4 0.110
H 4.906185 -14.744952 -8.403687 0.8 -0.5 -0.5 0.086
H 3.184292 -15.647403 -7.001413 -0.3 0.5 0.0 0.092
H 1.188704 -13.283935 -8.752414 0.6 0.2 -0.2 0.090
H -0.187624 -13.956989 -10.734075 -0.3 0.5 0.0 0.103
H -2.428813 -14.821097 -10.386162 -0.8 -0.3 -0.7 0.089
H -3.175228 -15.506980 -8.126113 0.7 -0.2 0.0 0.113
H -1.480698 -15.464845 -6.238526 -0.5 -0.2 0.3 0.094
Cl 3.249727 -11.454487 -1.543058 0.3 0.8 0.4 0.580
C 2.397475 -10.008265 -2.363787 1.3 1.0 0.7 -0.335
C 1.790012 -10.496674 -3.637772 -0.8 0.1 -2.4 -0.690
O 1.651703 -9.755355 -4.635078 0.5 -1.7 2.7 0.055
O 1.428972 -11.744053 -3.517346 -0.8 0.0 0.3 -0.281
H 3.202507 -9.242101 -2.483244 -0.9 -0.7 0.1 0.108
H 1.603266 -9.682859 -1.678607 0.4 0.0 -0.1 0.094
Cl -1.075660 -11.977297 -0.262734 2.0 -0.7 -1.0 -0.383
```
Forces are in eV/Å.

Results
Gap between HOMO and LUMO (alpha / beta), eV: 7.1 / 5.6
ΔE to the lowest compared entry with this formula, charge and spin, eV: 0.000
HOMO (alpha / beta), eV: -7.79 / -7.79
E_LUMO (alpha / beta), eV: -0.67 / -2.20
2S+1: 2

3.
Density functional theory data (the ωB97M-V functional and the def2-TZVPD basis) for an isolated molecule of C4H6FNS2 at a distorted geometry.

```
14
Properties=species:S:1:pos:R:3:forces:R:3:lowdin_charge:R:1
N 1.349831 1.997905 -1.127383 1.9 3.4 1.3 -0.048
C 0.023920 1.841817 -0.618574 -3.0 0.8 1.5 -0.478
C -0.351466 0.323987 -0.479630 1.8 0.2 -1.4 -1.064
S -0.602429 -0.624411 -1.817588 -0.3 1.0 1.4 0.635
S 0.188750 -0.207671 1.099121 -0.6 -1.1 -0.6 0.865
C 0.131087 -1.991777 0.949297 -0.2 -2.8 1.2 -0.448
C -1.053840 -2.602902 1.379308 2.4 2.7 0.5 -0.236
F -1.134340 -3.916473 1.556764 -0.2 0.0 -0.3 0.018
H 1.315526 2.143555 -2.158302 0.3 0.1 1.3 0.079
H 1.763768 2.936353 -0.571910 -1.2 -3.3 -2.6 0.159
H -0.757062 2.369434 -1.214889 0.4 -0.7 0.0 0.102
H -0.143562 2.395140 0.392417 0.7 -1.2 -1.3 0.115
H 1.190835 -2.666108 0.762262 -3.4 2.1 0.3 0.162
H -1.921016 -1.998850 1.849106 1.4 -1.2 -1.2 0.139
```
Forces are in eV/Å.

Results
Gap between HOMO and LUMO, eV: 8.3
ΔE to the lowest compared entry with this formula, charge and spin, eV: 2.718
SMILES: NCC(=S)S/C=C/F
HOMO, eV: -8.57
E_LUMO, eV: -0.27